Entry from the OMol25 dataset: a molecular structure, C32H56N2O3P2Sn at a distorted geometry (the ωB97M-V functional and the def2-TZVPD basis).

Last column: Löwdin charge in e.
Cartesian coordinates (Å):
Sn -0.311 -0.115 -1.973  1.197
C -2.863 1.640 -0.345  -0.175
C -3.237 0.757 -1.405  -0.238
C -3.105 -0.491 0.530  -0.137
C -2.775 0.866 0.837  -0.104
C -3.383 -0.562 -0.859  -0.201
C -2.723 3.106 -0.470  0.003
H -2.372 3.383 -1.474  0.082
H -2.022 3.511 0.268  0.071
H -3.704 3.595 -0.313  0.128
C -2.425 1.341 2.189  0.007
H -2.115 2.400 2.179  0.083
H -1.590 0.728 2.623  0.075
H -3.287 1.252 2.892  0.138
C -3.240 -1.611 1.476  0.008
H -4.305 -1.864 1.617  0.125
H -2.786 -1.401 2.459  0.061
H -2.752 -2.516 1.072  0.084
C -3.839 -1.762 -1.592  0.004
H -4.934 -1.756 -1.696  0.126
H -3.560 -2.678 -1.060  0.079
H -3.408 -1.811 -2.601  0.062
C -3.531 1.202 -2.780  -0.017
H -4.521 1.690 -2.843  0.131
H -3.522 0.368 -3.489  0.057
H -2.783 1.934 -3.134  0.079
C 1.073 0.582 -3.660  -0.329
C -0.025 1.460 -3.884  -0.177
C -0.777 1.531 -5.176  -0.127
C -1.717 0.341 -5.552  -0.143
C -1.703 -0.842 -4.631  -0.141
C -0.601 -1.623 -4.466  -0.162
C 0.648 -1.415 -5.290  -0.162
C 1.588 -0.323 -4.767  -0.171
H -0.088 1.691 -6.026  0.147
H -1.456 0.048 -6.585  0.137
H -1.409 2.434 -5.143  0.126
H 1.908 0.293 -5.640  0.142
H 1.866 0.894 -2.967  0.081
H -0.131 2.359 -3.252  0.095
H 2.515 -0.804 -4.401  0.120
H 1.204 -2.365 -5.294  0.125
H -0.671 -2.597 -3.987  0.082
H 0.406 -1.203 -6.345  0.129
H -2.740 0.725 -5.605  0.116
H -2.693 -1.227 -4.349  0.104
P 1.259 1.999 -0.432  0.781
C 0.672 2.415 1.230  -0.245
H 1.523 2.740 1.856  0.073
H 0.230 1.522 1.701  0.009
H -0.072 3.219 1.197  0.038
C 3.033 1.660 -0.182  -0.245
H 3.484 2.531 0.322  0.070
H 3.524 1.505 -1.152  0.047
H 3.140 0.768 0.443  0.026
C 1.227 3.611 -1.284  -0.255
H 1.493 3.495 -2.345  0.040
H 1.942 4.291 -0.811  0.069
H 0.218 4.041 -1.225  0.042
P 0.365 -2.640 -0.893  0.761
C -0.853 -3.793 -1.627  -0.237
H -0.340 -4.710 -1.940  0.076
H -1.365 -3.347 -2.480  0.004
H -1.614 -4.026 -0.866  0.055
C 1.982 -2.883 -1.698  -0.253
H 1.957 -2.625 -2.776  0.034
H 2.287 -3.926 -1.568  0.065
H 2.724 -2.220 -1.201  0.071
C 0.590 -3.250 0.796  -0.212
H 0.894 -4.305 0.748  0.081
H -0.362 -3.152 1.343  0.051
H 1.356 -2.637 1.299  0.037
C 4.665 0.178 5.345  -0.096
C 3.808 -0.167 4.145  -0.189
C 2.260 -0.141 4.359  -0.272
C 1.767 1.217 4.925  -0.182
C 1.812 1.391 6.441  -0.075
C 1.812 -1.345 5.230  -0.377
O 2.479 -1.872 6.101  0.111
N 0.516 -1.759 4.946  0.198
C -0.369 -1.254 3.977  -0.554
O -1.542 -1.575 4.021  0.020
N 0.191 -0.461 2.999  0.105
C 1.552 -0.443 2.984  -0.441
O 2.253 -0.643 1.968  -0.031
H 4.555 1.228 5.629  0.072
H 5.706 0.008 5.066  0.080
H 4.416 -0.475 6.180  0.073
H 4.033 0.523 3.306  0.111
H 4.075 -1.184 3.780  0.128
H 2.358 2.003 4.419  0.118
H 0.726 1.353 4.586  0.104
H 2.815 1.181 6.833  0.067
H 1.546 2.435 6.675  0.084
H 1.076 0.727 6.933  0.090
H 0.097 -2.377 5.612  0.154

Values from the calculation:
E_HOMO (spin up / spin down): -12.59 / -12.58 eV
Maximum force: 3.5 eV/A
Spin multiplicity: 1
Kohn-Sham gap (spin up / spin down): 4.3 / 4.4 eV
Net charge: +2